No. 1
The following is a quantum chemistry calculation of a structure of composition C5H14ClIO2PPm, from OMol25.

Summary:
F_max in eV/Å: 4.26
Spin multiplicity: 5
Charge: +2
ΔE to the lowest compared entry with this formula, charge and spin in kcal per mole: 0.0
<S²>: 6.007
HOMO-LUMO gap (alpha / beta) in eV: 7.878 / 8.243

Atoms and positions in Å:
1 C -0.38 3.65 -1.79
2 I -1.58 3.05 0.44
3 H 0.30 4.33 -1.25
4 H -1.37 4.10 -1.94
5 H 0.06 3.48 -2.79
6 Pm 2.24 -0.19 0.14
7 P -0.03 -1.60 0.10
8 C -1.49 -1.20 1.11
9 C -0.67 -2.74 -1.16
10 H 1.90 -2.98 0.89
11 H 0.35 -3.40 1.70
12 H 1.26 -1.94 2.21
13 C 0.98 -2.57 1.34
14 H 0.00 -3.59 -1.33
15 H -1.69 -3.07 -0.91
16 H -2.26 -1.98 0.95
17 H -1.88 -0.21 0.80
18 H -0.68 -2.15 -2.08
19 H -1.24 -1.17 2.18
20 C -0.33 2.36 -1.06
21 O 0.29 1.30 -1.19
22 Cl 3.21 1.50 -1.47
23 O 1.16 1.34 1.55
24 H 0.24 1.73 1.40
25 H 1.63 1.94 2.16

***

No. 2
The following is a quantum chemistry calculation of an isolated molecule of C17H19ClN4O5, from OMol25.

Summary:
Structure (SMILES): CCOC(=O)c1nnn(CC(=O)Nc2cccc(Cl)c2C)c1C(=O)OCC
F_max in eV/Å: 1.23
Charge: 0
ΔE to the lowest compared entry with this formula, charge and spin in kcal per mole: 40.0
HOMO-LUMO gap in eV: 9.018

Atoms and positions in Å:
1 C 2.21 5.42 -2.25
2 C 1.07 5.00 -1.34
3 O 0.95 3.58 -1.28
4 C 1.75 2.95 -0.43
5 O 2.55 3.46 0.31
6 C 1.55 1.48 -0.50
7 N 1.40 0.78 -1.64
8 N 1.33 -0.46 -1.36
9 N 1.45 -0.64 -0.05
10 C 1.30 -1.94 0.52
11 C -0.20 -2.30 0.65
12 O -0.66 -2.67 1.71
13 N -0.84 -2.15 -0.52
14 C -2.20 -2.31 -0.81
15 C -3.09 -2.83 0.13
16 C -4.42 -2.99 -0.20
17 C -4.88 -2.64 -1.45
18 C -3.99 -2.12 -2.38
19 Cl -4.62 -1.70 -3.94
20 C -2.64 -1.94 -2.09
21 C -1.68 -1.38 -3.10
22 C 1.58 0.57 0.56
23 C 1.58 0.82 2.02
24 O 0.97 1.73 2.52
25 O 2.29 -0.10 2.67
26 C 2.27 -0.07 4.10
27 C 1.59 -1.33 4.62
28 H 2.08 4.99 -3.24
29 H 3.16 5.08 -1.85
30 H 2.24 6.50 -2.34
31 H 0.11 5.35 -1.72
32 H 1.24 5.39 -0.33
33 H 1.76 -1.97 1.51
34 H 1.79 -2.66 -0.14
35 H -0.29 -1.79 -1.30
36 H -2.72 -3.11 1.10
37 H -5.11 -3.39 0.53
38 H -5.92 -2.76 -1.71
39 H -1.20 -0.48 -2.73
40 H -0.91 -2.11 -3.35
41 H -2.21 -1.12 -4.02
42 H 3.32 -0.03 4.42
43 H 1.75 0.83 4.42
44 H 1.54 -1.29 5.70
45 H 0.58 -1.41 4.22
46 H 2.15 -2.22 4.33